(1)
{
  "formula": "C50H44BrCl3N4O5ReS2SiTe",
  "method": "ωB97M-V with the def2-TZVPD basis set",
  "lumo_energy_ev": [0.056, -1.210],
  "gap_ha": [0.266, 0.227],
  "max_force_ev_per_a": 1.24,
  "mol_weight_g_mol": 1373.21,
  "s_squared": 3.788,
  "homo_ha": [-0.2642, -0.2714],
  "e_tot_ev": -215344.2638,
  "total_charge": 0,
  "multiplicity": 4,
  "symbols": ["Re", "C", "Si", "C", "C", "N", "C", "C", "C", "C", "C", "C", "O", "C", "C", "C", "C", "C", "C", "H", "H", "H", "H", "H", "H", "H", "H", "H", "H", "H", "H", "H", "H", "H", "H", "H", "H", "Te", "C", "C", "C", "C", "C", "C", "H", "H", "H", "H", "H", "Br", "C", "C", "C", "C", "C", "C", "H", "H", "H", "H", "O", "S", "O", "N", "C", "O", "C", "C", "C", "C", "C", "C", "H", "H", "H", "H", "Cl", "C", "C", "C", "C", "C", "C", "N", "C", "C", "N", "C", "O", "C", "C", "C", "Cl", "S", "C", "C", "C", "Cl", "C", "H", "H", "H", "H", "H", "H", "H", "H", "H", "H", "H", "H", "H"],
  "coordinates": [[-1.15, 0.45, -0.82], [-2.45, 2.36, 2.46], [-1.56, 0.70, 2.52], [-0.83, 0.52, 4.25], [-2.74, -0.76, 2.40], [-0.42, 0.59, 1.18], [0.89, 1.05, 1.24], [1.46, 1.67, 2.37], [2.82, 1.93, 2.47], [3.68, 1.58, 1.44], [3.13, 1.05, 0.28], [1.77, 0.86, 0.17], [1.20, 0.35, -1.02], [1.81, 0.63, -2.26], [2.28, 1.89, -2.58], [2.87, 2.08, -3.83], [2.99, 1.03, -4.72], [2.48, -0.22, -4.39], [1.88, -0.42, -3.16], [-3.52, 2.24, 2.67], [-2.35, 2.80, 1.47], [-2.05, 3.06, 3.19], [-1.61, 0.09, 4.89], [-0.53, 1.47, 4.70], [0.03, -0.16, 4.29], [-2.91, -1.19, 3.39], [-2.36, -1.55, 1.75], [-3.71, -0.46, 2.02], [0.81, 1.95, 3.19], [3.21, 2.40, 3.37], [4.74, 1.74, 1.52], [3.77, 0.81, -0.56], [2.19, 2.71, -1.88], [3.22, 3.07, -4.09], [3.45, 1.19, -5.68], [2.52, -1.04, -5.10], [1.45, -1.38, -2.89], [-2.13, 0.54, -3.37], [-0.80, 0.41, -5.02], [-0.21, 1.55, -5.55], [0.50, 1.48, -6.74], [0.64, 0.27, -7.40], [0.06, -0.88, -6.87], [-0.66, -0.81, -5.68], [-0.32, 2.50, -5.04], [0.94, 2.38, -7.15], [1.18, 0.21, -8.34], [0.16, -1.83, -7.38], [-1.13, -1.70, -5.28], [-7.89, 1.23, -0.60], [-6.01, 0.99, -0.59], [-5.49, -0.29, -0.48], [-4.11, -0.46, -0.49], [-3.23, 0.62, -0.60], [-3.81, 1.90, -0.70], [-5.18, 2.09, -0.68], [-6.15, -1.14, -0.40], [-3.73, -1.47, -0.40], [-3.17, 2.77, -0.79], [-5.59, 3.09, -0.76], [1.11, 5.23, -3.82], [-0.19, 5.14, -3.22], [-1.32, 5.62, -3.95], [-0.45, 3.59, -2.72], [-0.53, 3.53, -1.42], [-0.72, 2.49, -0.68], [-0.30, 4.82, -0.70], [-0.26, 5.03, 0.66], [-0.07, 6.33, 1.12], [0.06, 7.38, 0.21], [0.03, 7.16, -1.16], [-0.14, 5.86, -1.59], [-0.36, 4.19, 1.35], [-0.03, 6.53, 2.18], [0.19, 8.39, 0.59], [0.15, 7.98, -1.86], [-1.60, -4.71, 6.36], [-0.78, -4.78, 4.84], [-0.72, -3.66, 4.04], [-0.01, -3.73, 2.85], [0.64, -4.88, 2.42], [1.56, -4.93, 1.23], [1.00, -4.63, -0.17], [0.01, -3.59, -0.46], [-1.09, -3.82, -1.27], [-1.69, -2.62, -1.48], [-0.97, -1.66, -0.81], [0.05, -2.27, -0.21], [2.83, -4.30, 1.40], [3.06, -3.07, 2.07], [2.94, -3.09, 3.57], [3.37, -4.08, 4.41], [4.13, -5.56, 3.99], [3.10, -3.70, 6.06], [2.42, -2.18, 5.64], [2.41, -2.00, 4.30], [0.50, -6.01, 3.24], [1.16, -7.56, 2.80], [-0.19, -5.97, 4.44], [-1.19, -2.74, 4.34], [0.03, -2.82, 2.27], [1.86, -5.97, 1.12], [0.53, -5.55, -0.52], [1.87, -4.45, -0.80], [-1.35, -4.80, -1.62], [-2.54, -2.37, -2.08], [0.81, -1.79, 0.37], [2.43, -2.26, 1.68], [4.09, -2.83, 1.80], [2.08, -1.52, 6.42], [2.04, -1.10, 3.81], [-0.26, -6.85, 5.06]]
}

***

(2)
{
  "formula": "C50H44N3O7",
  "method": "ωB97M-V with the def2-TZVPD basis set",
  "lumo_energy_ev": -3.042,
  "gap_ha": 0.293,
  "max_force_ev_per_a": 5.62,
  "mol_weight_g_mol": 798.92,
  "homo_ha": -0.4047,
  "e_tot_ev": -71359.5950,
  "total_charge": 1,
  "multiplicity": 1,
  "symbols": ["C", "N", "C", "N", "N", "C", "C", "C", "C", "C", "O", "C", "H", "H", "H", "H", "H", "H", "H", "H", "H", "H", "H", "H", "H", "H", "H", "H", "H", "H", "H", "H", "C", "C", "C", "C", "C", "C", "C", "O", "C", "C", "C", "C", "C", "C", "C", "O", "H", "H", "H", "H", "H", "H", "H", "H", "C", "C", "C", "C", "C", "C", "C", "O", "C", "C", "C", "C", "C", "C", "C", "O", "H", "H", "H", "H", "H", "H", "H", "H", "C", "C", "C", "C", "C", "C", "C", "O", "C", "C", "C", "C", "C", "C", "C", "O", "H", "H", "H", "H", "H", "H", "H", "H"],
  "coordinates": [[-6.66, 1.96, -5.16], [-5.52, 1.24, -4.53], [-5.39, -0.05, -4.63], [-6.40, -0.75, -5.37], [-4.34, -0.80, -4.11], [-3.77, -0.26, -2.83], [-4.83, 0.06, -1.71], [-4.03, 0.83, -0.56], [-4.28, 2.39, -0.60], [-2.89, 3.13, -0.57], [-2.33, 3.00, -1.89], [-0.90, 3.06, -1.88], [-6.70, 2.98, -4.71], [-7.64, 1.45, -5.03], [-6.42, 2.08, -6.25], [-4.81, 1.79, -4.04], [-6.25, -1.76, -5.31], [-6.18, -0.52, -6.35], [-4.74, -1.72, -3.87], [-3.08, -1.04, -2.41], [-3.17, 0.67, -3.00], [-5.24, -0.87, -1.22], [-5.66, 0.73, -2.02], [-4.20, 0.39, 0.45], [-2.93, 0.69, -0.78], [-4.85, 2.67, 0.32], [-4.78, 2.71, -1.55], [-3.00, 4.24, -0.37], [-2.22, 2.74, 0.23], [-0.54, 2.36, -2.69], [-0.43, 2.74, -0.93], [-0.52, 4.07, -2.18], [-1.15, -6.58, 3.09], [-0.85, -5.22, 3.00], [-1.47, -4.43, 2.05], [-2.38, -5.00, 1.16], [-2.66, -6.36, 1.23], [-2.05, -7.15, 2.20], [-3.60, -6.99, 0.26], [-3.84, -8.18, 0.32], [-4.21, -6.14, -0.80], [-5.05, -6.72, -1.75], [-5.64, -5.94, -2.73], [-5.41, -4.56, -2.75], [-4.57, -3.99, -1.80], [-3.97, -4.77, -0.83], [-3.05, -4.14, 0.15], [-2.86, -2.94, 0.12], [-0.67, -7.19, 3.84], [-0.14, -4.78, 3.69], [-1.24, -3.37, 1.99], [-2.28, -8.21, 2.27], [-5.23, -7.79, -1.73], [-6.28, -6.39, -3.47], [-5.87, -3.95, -3.51], [-4.39, -2.92, -1.82], [0.89, 4.31, -0.50], [0.92, 4.00, 0.86], [2.06, 4.25, 1.62], [3.18, 4.81, 1.01], [3.16, 5.10, -0.35], [2.02, 4.86, -1.10], [4.37, 5.66, -1.01], [4.36, 5.92, -2.20], [5.60, 5.87, -0.20], [6.76, 6.33, -0.82], [7.91, 6.55, -0.07], [7.90, 6.31, 1.30], [6.74, 5.85, 1.92], [5.60, 5.62, 1.17], [4.38, 5.09, 1.84], [4.37, 4.88, 3.03], [-0.05, 4.10, -1.11], [0.05, 3.55, 1.33], [2.07, 4.01, 2.67], [2.00, 5.10, -2.16], [6.77, 6.52, -1.89], [8.81, 6.90, -0.55], [8.79, 6.49, 1.89], [6.74, 5.67, 2.99], [3.85, -4.43, 5.13], [3.21, -4.81, 3.95], [3.24, -3.97, 2.85], [3.89, -2.75, 2.92], [4.51, -2.36, 4.11], [4.50, -3.21, 5.21], [5.17, -1.03, 4.22], [5.71, -0.69, 5.25], [5.15, -0.12, 3.05], [5.71, 1.15, 3.15], [5.70, 2.00, 2.05], [5.14, 1.58, 0.85], [4.58, 0.32, 0.74], [4.57, -0.53, 1.84], [3.93, -1.86, 1.73], [3.44, -2.23, 0.68], [3.84, -5.09, 5.99], [2.70, -5.76, 3.90], [2.75, -4.27, 1.93], [4.99, -2.92, 6.13], [6.15, 1.48, 4.08], [6.13, 2.99, 2.13], [5.15, 2.25, -0.01], [4.14, 0.00, -0.20]]
}

***

(3)
{
  "formula": "C50H45AsMnN2O7PSTe",
  "method": "ωB97M-V with the def2-TZVPD basis set",
  "lumo_energy_ev": [2.218, 2.218],
  "gap_ha": [0.269, 0.258],
  "max_force_ev_per_a": 1.41,
  "mol_weight_g_mol": 1106.42,
  "s_squared": 1.217,
  "homo_ha": [-0.1871, -0.1768],
  "e_tot_ev": -189472.0216,
  "total_charge": -1,
  "multiplicity": 2,
  "symbols": ["Mn", "O", "As", "O", "O", "C", "C", "C", "C", "C", "C", "S", "O", "O", "O", "H", "H", "H", "H", "H", "C", "C", "C", "C", "C", "C", "P", "C", "C", "C", "C", "C", "C", "C", "C", "C", "C", "C", "C", "C", "C", "C", "C", "H", "H", "H", "H", "H", "H", "H", "H", "H", "H", "H", "H", "H", "H", "H", "H", "Te", "C", "C", "C", "C", "C", "C", "C", "C", "C", "C", "C", "C", "H", "H", "H", "H", "H", "H", "H", "H", "H", "H", "C", "C", "N", "C", "C", "C", "O", "C", "C", "C", "C", "N", "C", "H", "H", "H", "H", "H", "H", "H", "H", "H", "H", "H", "H", "H", "H"],
  "coordinates": [[0.41, 0.56, 1.11], [3.96, 2.27, -0.15], [2.53, 3.22, 0.26], [3.02, 4.64, 0.90], [1.54, 2.29, 1.23], [1.73, 3.62, -1.48], [2.02, 4.87, -2.01], [1.50, 5.25, -3.24], [0.66, 4.38, -3.93], [0.35, 3.14, -3.41], [0.90, 2.76, -2.19], [0.51, 1.15, -1.56], [0.08, 0.38, -2.73], [1.70, 0.59, -0.92], [-0.56, 1.33, -0.56], [3.64, 1.37, -0.33], [2.67, 5.52, -1.44], [1.74, 6.21, -3.66], [0.25, 4.68, -4.89], [-0.30, 2.44, -3.93], [1.23, -6.00, -0.67], [2.15, -5.06, -0.23], [1.72, -3.81, 0.20], [0.36, -3.49, 0.19], [-0.56, -4.44, -0.26], [-0.12, -5.69, -0.68], [-0.13, -1.86, 0.88], [-1.87, -1.79, 0.27], [-2.99, -2.01, 1.08], [-4.27, -1.86, 0.56], [-4.45, -1.52, -0.77], [-3.34, -1.34, -1.59], [-2.06, -1.47, -1.07], [-0.22, -2.27, 2.65], [-0.76, -3.42, 3.16], [-0.77, -3.65, 4.55], [-0.20, -2.75, 5.40], [0.41, -1.57, 4.91], [1.05, -0.65, 5.76], [1.63, 0.47, 5.24], [1.59, 0.73, 3.85], [0.97, -0.11, 2.95], [0.38, -1.30, 3.51], [1.57, -6.97, -1.02], [3.21, -5.29, -0.23], [2.43, -3.08, 0.56], [-1.61, -4.19, -0.30], [-0.84, -6.42, -1.04], [-2.85, -2.30, 2.11], [-5.13, -2.01, 1.20], [-5.45, -1.41, -1.18], [-3.46, -1.09, -2.64], [-1.21, -1.30, -1.71], [-1.16, -4.18, 2.49], [-1.23, -4.55, 4.94], [-0.20, -2.93, 6.47], [1.07, -0.84, 6.83], [2.15, 1.18, 5.89], [2.05, 1.64, 3.47], [1.66, -1.92, -3.10], [-0.12, -2.32, -4.18], [-0.46, -1.52, -5.26], [-1.64, -1.74, -5.96], [-2.49, -2.78, -5.58], [-2.16, -3.57, -4.49], [-0.99, -3.34, -3.79], [2.66, -3.69, -3.76], [4.04, -3.59, -3.94], [4.81, -4.69, -4.29], [4.20, -5.93, -4.48], [2.83, -6.04, -4.33], [2.07, -4.94, -3.96], [0.20, -0.71, -5.55], [-1.90, -1.11, -6.80], [-3.41, -2.95, -6.13], [-2.83, -4.37, -4.18], [-0.76, -3.94, -2.92], [4.52, -2.62, -3.80], [5.88, -4.59, -4.42], [4.79, -6.79, -4.76], [2.35, -7.00, -4.48], [0.99, -5.05, -3.85], [-0.49, 5.35, 0.32], [-1.65, 5.42, 1.30], [-1.24, 5.69, 2.68], [-0.70, 7.02, 2.96], [0.82, 7.00, 3.13], [-1.47, 4.88, 3.75], [-1.39, 5.28, 4.90], [-1.80, 3.44, 3.48], [-2.78, 2.81, 4.22], [-3.00, 1.46, 4.00], [-2.24, 0.79, 3.06], [-1.28, 1.39, 2.36], [-1.07, 2.68, 2.58], [-0.85, 5.00, -0.65], [0.28, 4.67, 0.67], [-0.03, 6.33, 0.17], [-2.21, 4.50, 1.28], [-2.33, 6.22, 1.00], [-1.16, 7.38, 3.88], [-1.00, 7.68, 2.14], [1.08, 6.42, 4.01], [1.20, 8.02, 3.25], [1.31, 6.54, 2.27], [-3.33, 3.37, 4.97], [-3.76, 0.92, 4.55], [-2.39, -0.26, 2.85], [-0.23, 3.12, 2.05]]
}

***

(4)
{
  "formula": "C50H47AsCl3N4O2PSZn",
  "method": "ωB97M-V with the def2-TZVPD basis set",
  "lumo_energy_ev": -4.959,
  "gap_ha": 0.262,
  "max_force_ev_per_a": 0.52,
  "mol_weight_g_mol": 1045.66,
  "homo_ha": -0.4440,
  "e_tot_ev": -229606.3142,
  "total_charge": 2,
  "multiplicity": 1,
  "symbols": ["Zn", "C", "C", "O", "N", "C", "C", "C", "C", "C", "C", "N", "H", "H", "H", "H", "H", "H", "H", "H", "H", "H", "Cl", "C", "C", "C", "C", "C", "C", "N", "C", "C", "N", "C", "O", "C", "C", "C", "Cl", "S", "C", "C", "C", "Cl", "C", "H", "H", "H", "H", "H", "H", "H", "H", "H", "H", "H", "H", "H", "C", "C", "As", "C", "C", "C", "C", "C", "C", "C", "C", "C", "C", "C", "C", "P", "C", "C", "C", "C", "C", "C", "C", "C", "C", "C", "C", "C", "H", "H", "H", "H", "H", "H", "H", "H", "H", "H", "H", "H", "H", "H", "H", "H", "H", "H", "H", "H", "H", "H", "H", "H"],
  "coordinates": [[-1.94, 0.12, 0.87], [-5.42, 2.11, -0.80], [-4.57, 1.55, 0.29], [-3.37, 1.29, 0.11], [-5.16, 1.35, 1.47], [-4.45, 0.87, 2.65], [-4.30, -0.64, 2.61], [-5.25, -1.45, 3.22], [-5.13, -2.83, 3.10], [-4.07, -3.35, 2.39], [-3.16, -2.47, 1.81], [-3.27, -1.14, 1.92], [-4.86, 2.15, -1.73], [-5.74, 3.12, -0.53], [-6.32, 1.51, -0.95], [-6.15, 1.53, 1.56], [-5.00, 1.17, 3.54], [-3.46, 1.32, 2.68], [-6.06, -1.01, 3.77], [-5.85, -3.49, 3.57], [-3.93, -4.41, 2.28], [-2.31, -2.85, 1.27], [5.55, -1.51, 2.06], [4.74, -0.01, 2.29], [3.93, 0.18, 3.40], [3.25, 1.37, 3.55], [3.31, 2.38, 2.60], [2.56, 3.70, 2.76], [1.36, 3.57, 3.72], [0.43, 2.48, 3.39], [0.01, 1.53, 4.28], [-0.79, 0.68, 3.60], [-0.89, 1.11, 2.29], [-0.11, 2.18, 2.20], [3.39, 4.78, 3.11], [3.81, 4.99, 4.47], [4.43, 3.83, 5.19], [5.59, 3.21, 4.80], [6.55, 3.61, 3.45], [6.04, 1.93, 5.86], [4.68, 2.24, 6.86], [3.92, 3.26, 6.39], [4.14, 2.18, 1.49], [4.28, 3.38, 0.26], [4.87, 1.01, 1.35], [3.85, -0.60, 4.15], [2.67, 1.50, 4.45], [2.19, 4.01, 1.78], [0.80, 4.50, 3.73], [1.75, 3.38, 4.72], [0.30, 1.54, 5.32], [-1.32, -0.19, 3.95], [0.03, 2.76, 1.30], [2.96, 5.37, 5.05], [4.54, 5.79, 4.38], [4.52, 1.65, 7.75], [3.05, 3.64, 6.90], [5.54, 0.88, 0.51], [0.10, -0.36, -2.31], [1.53, -0.57, -1.88], [2.80, -0.96, -3.40], [1.73, -2.42, -4.16], [2.02, -3.71, -3.73], [1.32, -4.80, -4.21], [0.30, -4.62, -5.13], [-0.03, -3.34, -5.54], [0.68, -2.25, -5.07], [2.33, 0.46, -4.65], [1.96, 1.74, -4.27], [1.74, 2.72, -5.24], [1.88, 2.42, -6.58], [2.27, 1.14, -6.97], [2.51, 0.18, -6.01], [-1.22, -0.91, -1.14], [-0.72, -2.58, -0.64], [0.09, -2.66, 0.50], [0.63, -3.87, 0.89], [0.34, -5.02, 0.16], [-0.47, -4.95, -0.96], [-0.98, -3.73, -1.38], [-2.69, -0.95, -2.19], [-2.87, 0.10, -3.09], [-4.02, 0.16, -3.87], [-4.99, -0.82, -3.75], [-4.83, -1.85, -2.84], [-3.69, -1.91, -2.04], [-0.13, -0.94, -3.21], [-0.07, 0.69, -2.53], [1.65, -1.46, -1.26], [1.89, 0.28, -1.30], [2.84, -3.86, -3.02], [1.59, -5.80, -3.89], [-0.23, -5.48, -5.53], [-0.83, -3.19, -6.26], [0.44, -1.26, -5.44], [1.86, 2.00, -3.22], [1.45, 3.72, -4.93], [1.71, 3.18, -7.33], [2.39, 0.90, -8.02], [2.84, -0.81, -6.30], [0.30, -1.77, 1.08], [1.28, -3.92, 1.75], [0.74, -5.97, 0.47], [-0.69, -5.84, -1.53], [-1.58, -3.68, -2.28], [-2.12, 0.87, -3.19], [-4.14, 0.98, -4.57], [-5.88, -0.78, -4.38], [-5.60, -2.61, -2.74], [-3.58, -2.71, -1.32]]
}

***

Question: Look up the multiplicity of the first one.
Answer: 4